No. 1
C12H29IrN4O9P as an isolated structure, computed with ωB97M-V/def2-TZVPD.

* 2S+1: 5
* Kohn-Sham gap (alpha / beta): 3.4 / 6.1 eV
* F_max: 5.889 eV Å⁻¹
* total charge: +1

Positions of all 56 atoms, in Å:
O1 -1.103 -0.469 -4.093
H1 -0.499 -0.671 -4.845
Ir1 0.365 0.279 -0.217
N1 1.552 -1.216 -1.050
N2 -0.797 -1.500 -0.314
N3 0.743 2.234 -0.152
N4 -1.333 1.107 0.705
O2 2.758 -0.981 -1.273
O3 1.783 2.971 -0.741
O4 -2.262 0.469 1.346
O5 -2.036 -1.673 0.153
C1 -0.332 -2.607 -0.902
C2 0.957 -2.392 -1.426
C3 -0.250 3.052 0.203
C4 -1.440 2.448 0.666
C5 1.580 -3.371 -2.356
H2 1.242 -3.200 -3.389
H3 1.277 -4.390 -2.103
H4 2.663 -3.326 -2.339
C6 -1.131 -3.873 -0.897
H5 -2.089 -3.775 -1.417
H6 -1.336 -4.217 0.125
H7 -0.588 -4.679 -1.388
C7 0.041 4.498 0.106
C8 -2.635 3.168 1.224
H8 0.461 4.762 -0.873
H9 0.775 4.773 0.875
H10 -0.867 5.093 0.266
H11 -3.436 2.488 1.538
H12 -3.062 3.886 0.506
H13 -2.336 3.756 2.102
H14 2.099 2.377 -1.443
H15 -2.233 -0.778 0.712
C9 -2.946 -0.332 -3.908
H16 -3.604 -1.252 -3.901
H17 -2.908 0.381 -4.733
H18 -2.977 0.146 -2.888
O6 0.171 0.784 -2.131
H19 -0.384 -0.013 -3.480
H20 -0.507 1.508 -2.155
C10 2.602 1.724 2.468
O7 1.330 1.054 2.765
P1 1.072 -0.264 1.818
O8 0.044 -1.185 2.623
C11 -0.757 -0.595 3.660
O9 2.517 -0.926 1.741
C12 2.921 -2.179 2.369
H21 2.411 2.795 2.595
H22 2.940 1.537 1.431
H23 3.366 1.362 3.169
H24 -0.119 -0.236 4.477
H25 -1.363 0.220 3.260
H26 -1.422 -1.390 3.991
H27 3.456 -1.918 3.292
H28 2.043 -2.800 2.583
H29 3.582 -2.665 1.645

***

No. 2
One molecule with the formula H4N4O, computed with ωB97M-V/def2-TZVPD.

* Kohn-Sham gap: 9.5 eV
* energy relative to the best compared isomer or geometry (same formula, charge and spin): 36.8 kJ/mol
* F_max: 3.007 eV Å⁻¹
* total charge: 0

Positions of all 9 atoms, in Å:
N1 1.262 -0.987 0.623
N2 -0.010 -0.423 0.596
N3 -0.208 0.293 -0.439
N4 -1.470 0.908 -0.258
O1 0.382 0.203 -1.574
H1 1.759 -0.850 -0.306
H2 1.484 -1.883 1.110
H3 -1.724 0.804 0.689
H4 -1.476 1.935 -0.441

***

No. 3
A 7-piece molecular cluster, C6H26NO6 overall, computed with ωB97M-V/def2-TZVPD.

* Kohn-Sham gap: 9.4 eV
* energy relative to the best compared isomer or geometry (same formula, charge and spin): 0.0 kJ/mol
* F_max: 0.796 eV Å⁻¹
* total charge: +1

Positions of all 39 atoms, in Å:
C1 0.500 -0.498 0.057
C2 -0.129 0.725 -0.595
C3 0.768 1.378 -1.646
C4 3.627 2.883 0.571
C5 2.334 2.281 0.123
C6 2.070 1.935 -1.132
N1 0.136 -1.751 -0.669
H1 1.584 -0.404 0.092
H2 0.188 -0.613 1.095
H3 -1.058 0.429 -1.092
H4 -0.422 1.451 0.160
H5 0.985 0.696 -2.476
H6 0.199 2.185 -2.123
H7 3.933 2.506 1.547
H8 4.453 2.657 -0.105
H9 3.559 3.969 0.641
H10 1.576 2.150 0.890
H11 2.848 2.055 -1.882
H12 -0.095 -1.559 -1.652
H13 -0.693 -2.191 -0.228
H14 0.927 -2.406 -0.704
H15 -1.428 0.242 2.929
H16 -0.578 1.079 3.953
O1 -0.720 0.907 3.007
H17 -0.907 -1.616 -4.133
H18 -2.029 -2.145 -3.241
O2 -1.106 -1.907 -3.229
H19 -2.771 2.966 1.003
H20 -1.986 2.110 2.073
O3 -2.766 2.126 1.472
H21 -3.144 0.390 1.710
H22 -3.789 -0.594 2.698
O4 -3.017 -0.485 2.133
H23 2.589 -4.159 -1.473
H24 3.352 -2.856 -1.364
O5 2.461 -3.213 -1.362
H25 -2.538 -3.349 0.843
H26 -2.544 -1.807 1.060
O6 -2.224 -2.519 0.467

***

No. 4
One molecule with the formula C4H4N2O2, computed with ωB97M-V/def2-TZVPD.

* Kohn-Sham gap: 8.6 eV
* energy relative to the best compared isomer or geometry (same formula, charge and spin): 522.6 kJ/mol
* F_max: 6.179 eV Å⁻¹
* total charge: 0

Positions of all 12 atoms, in Å:
O1 -4.063 -0.190 -0.179
C1 -2.971 0.346 0.128
C2 -1.636 -0.477 0.163
N1 -0.610 0.252 0.474
N2 0.654 -0.264 0.518
C3 1.623 0.509 -0.195
C4 2.915 -0.325 -0.128
O2 4.028 0.038 0.113
H1 -2.776 1.467 0.227
H2 -1.449 -1.584 -0.302
H3 1.635 1.710 -0.546
H4 2.648 -1.480 -0.272

***

No. 5
C23H28N4O6V as an isolated structure, computed with ωB97M-V/def2-TZVPD.

* 2S+1: 4
* Kohn-Sham gap (alpha / beta): 6.7 / 7.7 eV
* energy relative to the best compared isomer or geometry (same formula, charge and spin): 72.5 kJ/mol
* F_max: 1.121 eV Å⁻¹
* total charge: 0

Positions of all 62 atoms, in Å:
V1 -0.246 0.296 -0.531
C1 2.612 3.847 0.015
N1 2.392 3.160 1.285
C2 3.010 3.742 2.466
C3 1.442 2.215 1.371
O1 0.814 1.850 0.381
C4 1.171 1.616 2.746
O2 0.260 0.565 2.688
C5 0.727 -0.729 2.945
C6 1.315 -1.404 1.704
O3 1.517 -0.747 0.686
N2 1.570 -2.723 1.756
C7 1.455 -3.530 2.951
C8 2.054 -3.404 0.567
H1 3.682 3.995 -0.124
H2 2.217 3.257 -0.806
H3 2.116 4.821 0.027
H4 3.752 4.464 2.136
H5 2.285 4.261 3.096
H6 3.530 2.989 3.060
H7 2.118 1.339 3.226
H8 0.728 2.417 3.353
H9 1.478 -0.727 3.747
H10 -0.132 -1.296 3.307
H11 1.013 -2.971 3.770
H12 0.818 -4.395 2.754
H13 2.436 -3.891 3.273
H14 1.994 -2.725 -0.278
H15 3.087 -3.731 0.708
H16 1.427 -4.276 0.375
C9 0.776 3.524 -3.769
O4 1.883 2.703 -3.385
C10 1.670 1.350 -3.341
C11 2.673 0.527 -3.808
C12 2.575 -0.864 -3.724
C13 1.449 -1.444 -3.183
C14 0.408 -0.635 -2.717
C15 -0.845 -1.194 -2.079
N3 -0.742 -1.688 -0.871
N4 -1.954 -2.085 -0.243
C16 -2.351 -1.148 0.567
O5 -1.809 0.022 0.706
C17 -3.577 -1.406 1.385
C18 -4.305 -2.585 1.247
C19 -5.433 -2.800 2.020
C20 -5.844 -1.843 2.942
C21 -5.120 -0.670 3.083
C22 -3.990 -0.451 2.305
C23 0.507 0.782 -2.766
O6 -0.441 1.495 -2.160
H17 1.172 4.535 -3.840
H18 -0.030 3.460 -3.043
H19 0.409 3.215 -4.752
H20 3.551 0.997 -4.234
H21 3.383 -1.480 -4.095
H22 1.348 -2.521 -3.121
H23 -1.806 -1.162 -2.591
H24 -3.977 -3.323 0.527
H25 -5.995 -3.717 1.902
H26 -6.727 -2.015 3.543
H27 -5.434 0.083 3.794
H28 -3.415 0.460 2.393

***

No. 6
A 8-piece molecular cluster, C27H37IO25 overall, computed with ωB97M-V/def2-TZVPD.

* Kohn-Sham gap: 9.8 eV
* F_max: 2.809 eV Å⁻¹
* total charge: 0

Positions of all 90 atoms, in Å:
C1 4.853 -0.523 1.343
C2 3.905 -1.120 0.291
C3 2.763 -1.884 0.968
O1 1.532 -1.702 0.257
C4 0.565 -1.017 0.937
O2 0.756 0.385 1.066
C5 0.675 0.689 2.406
O3 0.487 1.801 2.839
O4 0.842 -0.447 3.117
C6 0.155 -1.462 2.337
I1 -1.939 -1.143 2.673
H1 5.875 -0.670 1.027
H2 4.767 -1.032 2.291
H3 4.703 0.536 1.457
H4 4.455 -1.782 -0.356
H5 3.442 -0.299 -0.240
H6 2.996 -2.937 0.906
H7 2.719 -1.563 1.999
H8 -0.318 -1.142 0.319
H9 0.482 -2.438 2.637
O5 6.007 2.536 -3.171
C7 4.859 2.505 -2.871
O6 4.263 1.483 -2.222
C8 2.949 1.899 -1.842
C9 2.654 3.005 -2.831
O7 3.970 3.493 -3.134
H10 2.247 1.071 -1.904
H11 2.979 2.263 -0.814
H12 2.198 2.632 -3.750
H13 2.032 3.795 -2.420
O8 8.042 -0.940 -8.168
C10 7.932 -0.317 -7.167
O9 8.913 0.431 -6.610
C11 8.338 1.208 -5.550
C12 7.117 0.399 -5.184
O10 6.799 -0.253 -6.422
H14 9.040 1.318 -4.728
H15 8.087 2.198 -5.934
H16 7.327 -0.361 -4.429
H17 6.292 1.012 -4.847
O11 -4.590 -2.449 5.440
C13 -4.741 -1.307 5.730
O12 -5.656 -0.847 6.608
C14 -5.385 0.547 6.853
C15 -4.634 0.949 5.606
O13 -4.017 -0.286 5.209
H18 -6.298 1.105 6.993
H19 -4.773 0.630 7.754
H20 -5.298 1.286 4.808
H21 -3.883 1.712 5.786
O14 8.107 6.191 -7.525
C16 7.119 5.560 -7.377
O15 5.891 5.928 -7.823
C17 5.004 4.818 -7.660
C18 5.673 4.029 -6.556
O16 7.053 4.365 -6.734
H22 4.007 5.161 -7.397
H23 4.956 4.266 -8.600
H24 5.359 4.346 -5.559
H25 5.526 2.954 -6.650
O17 -3.759 -1.472 -0.972
C19 -4.401 -2.289 -0.396
O18 -3.995 -2.926 0.724
C20 -5.108 -3.662 1.248
C21 -5.971 -3.855 0.021
O19 -5.629 -2.709 -0.774
H26 -4.776 -4.600 1.685
H27 -5.594 -3.060 2.018
H28 -5.713 -4.759 -0.531
H29 -7.035 -3.864 0.244
O20 -4.254 -6.790 -0.744
C22 -3.181 -6.312 -0.916
O21 -2.628 -5.373 -0.114
C23 -1.261 -5.202 -0.502
C24 -1.275 -5.677 -1.939
O22 -2.352 -6.622 -1.937
H30 -0.960 -4.163 -0.397
H31 -0.634 -5.824 0.140
H32 -1.512 -4.876 -2.641
H33 -0.347 -6.153 -2.242
O23 -6.847 3.010 7.002
C25 -8.017 2.992 7.215
O24 -8.657 1.987 7.852
C26 -9.998 2.415 8.125
C27 -10.212 3.482 7.073
O25 -8.880 3.964 6.855
H34 -10.690 1.582 8.040
H35 -10.039 2.812 9.140
H36 -10.595 3.076 6.136
H37 -10.861 4.287 7.404

***

No. 7
C26H65BN10O12Ta as an isolated structure, computed with ωB97M-V/def2-TZVPD.

* Kohn-Sham gap: 6.3 eV
* F_max: 0.969 eV Å⁻¹
* total charge: -1

Positions of all 115 atoms, in Å:
C1 5.194 1.069 -0.317
C2 4.464 1.278 -1.654
C3 2.953 1.598 -1.503
Ta1 1.652 -0.183 -1.925
C4 2.550 -1.240 -0.228
C5 3.454 -2.429 -0.618
C6 3.861 -3.281 0.585
C7 -0.044 -1.698 -2.142
C8 -0.491 -2.523 -0.993
C9 -1.283 -1.818 0.080
N1 -0.215 -3.777 -0.955
O1 0.972 0.872 -3.605
N2 1.862 1.353 -4.461
O2 1.592 2.438 -4.884
B1 0.075 1.100 -0.613
O3 -1.128 1.588 -1.149
O4 0.244 1.443 0.718
C10 -0.833 1.979 1.469
H1 4.594 1.412 0.531
H2 5.401 0.012 -0.121
H3 6.150 1.599 -0.290
H4 4.941 2.091 -2.207
H5 4.621 0.392 -2.279
H6 2.766 1.947 -0.479
H7 2.655 2.432 -2.148
H8 2.837 -0.981 -3.154
H9 3.144 -0.541 0.373
H10 1.753 -1.634 0.421
H11 4.346 -2.060 -1.135
H12 2.939 -3.075 -1.338
H13 2.975 -3.649 1.111
H14 4.455 -4.154 0.291
H15 4.461 -2.699 1.293
H16 0.416 -2.357 -2.894
H17 -0.906 -1.194 -2.599
H18 -0.697 -1.040 0.574
H19 -1.661 -2.527 0.818
H20 -2.152 -1.340 -0.383
H21 -0.591 -4.180 -0.095
H22 -1.490 0.993 -1.802
H23 -1.066 2.996 1.142
H24 -1.708 1.331 1.377
H25 -0.528 2.015 2.518
O5 -3.373 -4.112 -0.494
C11 -3.498 -4.792 -1.506
N3 -2.451 -4.989 -2.340
C12 -4.804 -5.452 -1.865
H26 -2.533 -5.541 -3.172
H27 -1.554 -4.578 -2.076
H28 -5.573 -4.690 -1.979
H29 -5.075 -6.113 -1.045
H30 -4.763 -6.034 -2.783
O6 5.978 1.832 -4.534
C13 5.762 2.888 -5.086
N4 6.442 4.027 -4.750
C14 4.719 3.035 -6.168
H31 6.255 4.908 -5.189
H32 7.128 3.969 -4.017
H33 3.755 2.734 -5.760
H34 4.967 2.352 -6.979
H35 4.644 4.049 -6.560
O7 0.450 3.893 5.375
C15 1.518 4.093 4.815
N5 2.462 4.897 5.382
C16 1.894 3.501 3.486
H36 3.348 5.071 4.941
H37 2.246 5.338 6.260
H38 1.153 3.823 2.755
H39 1.862 2.414 3.537
H40 2.880 3.822 3.159
O8 -5.959 -8.237 0.049
C17 -6.566 -7.495 0.800
N6 -5.968 -6.451 1.424
C18 -8.042 -7.677 1.079
H41 -6.473 -5.824 2.021
H42 -4.994 -6.265 1.241
H43 -8.196 -8.672 1.495
H44 -8.580 -7.620 0.134
H45 -8.447 -6.934 1.766
O9 3.919 5.303 1.637
C19 3.295 6.048 0.904
N7 3.020 7.335 1.254
C20 2.788 5.602 -0.443
H46 2.504 7.947 0.650
H47 3.344 7.672 2.143
H48 2.117 4.753 -0.315
H49 3.635 5.251 -1.032
H50 2.270 6.388 -0.992
O10 -6.812 -5.151 -4.311
C21 -7.356 -6.093 -4.848
N8 -8.049 -5.961 -6.013
C22 -7.301 -7.487 -4.263
H51 -8.495 -6.738 -6.461
H52 -8.103 -5.048 -6.432
H53 -7.718 -7.460 -3.258
H54 -6.258 -7.787 -4.173
H55 -7.836 -8.228 -4.856
O11 -3.821 7.154 2.404
C23 -2.876 6.442 2.686
N9 -2.620 6.048 3.963
C24 -1.903 5.929 1.650
H56 -1.854 5.441 4.198
H57 -3.247 6.351 4.688
H58 -1.447 6.773 1.134
H59 -2.448 5.335 0.918
H60 -1.126 5.309 2.098
O12 3.243 0.181 8.446
C25 2.582 0.917 7.739
N10 2.946 2.205 7.496
C26 1.302 0.470 7.069
H61 2.400 2.816 6.917
H62 3.794 2.546 7.914
H63 0.608 0.137 7.840
H64 1.527 -0.383 6.431
H65 0.831 1.252 6.476

***

No. 8
A 16-piece molecular cluster, H34NO15 overall, computed with ωB97M-V/def2-TZVPD.

* Kohn-Sham gap: 11.2 eV
* energy relative to the best compared isomer or geometry (same formula, charge and spin): 0.0 kJ/mol
* F_max: 2.840 eV Å⁻¹
* total charge: +1

Positions of all 50 atoms, in Å:
N1 -0.166 -0.533 0.174
H1 -0.309 -0.933 1.163
H2 -0.929 0.055 -0.082
H3 -0.083 -1.305 -0.438
H4 0.642 0.066 0.141
O1 -0.048 -1.145 -3.269
H5 -0.706 -1.758 -2.986
H6 -0.490 -0.338 -3.455
O2 -0.867 -1.296 3.619
H7 -1.383 -0.578 3.965
H8 0.044 -1.042 3.743
O3 -0.100 2.152 2.948
H9 -0.608 1.973 3.739
H10 -0.709 1.944 2.228
O4 1.921 -3.001 0.686
H11 1.959 -2.550 1.520
H12 1.566 -3.830 0.904
O5 -0.409 2.550 0.032
H13 -0.908 3.321 0.364
H14 0.490 2.819 0.067
O6 -3.231 -1.623 0.489
H15 -3.198 -0.926 -0.186
H16 -3.239 -2.457 0.013
O7 -2.484 -0.402 -1.989
H17 -2.516 0.477 -2.293
H18 -3.139 -0.843 -2.540
O8 -2.348 2.530 -1.763
H19 -2.897 3.279 -1.588
H20 -1.491 2.603 -1.310
O9 1.693 1.382 -2.249
H21 1.304 2.216 -2.518
H22 1.714 0.828 -2.991
O10 -2.654 1.335 1.898
H23 -2.459 0.884 2.699
H24 -3.199 2.107 2.150
O11 1.927 0.106 2.412
H25 2.758 0.255 1.985
H26 1.487 0.979 2.500
O12 2.337 3.048 0.167
H27 2.729 3.668 -0.450
H28 2.680 2.206 -0.041
O13 -0.620 -3.744 -1.034
H29 -0.455 -4.673 -1.268
H30 -0.560 -3.694 -0.096
O14 3.511 -0.015 0.042
H31 3.178 -0.652 -0.642
H32 4.133 0.496 -0.502
O15 2.338 -1.799 -1.922
H33 2.243 -2.722 -1.684
H34 1.547 -1.419 -2.353

***

No. 9
One molecule with the formula C4H8N2S, computed with ωB97M-V/def2-TZVPD.

* Kohn-Sham gap: 9.2 eV
* energy relative to the best compared isomer or geometry (same formula, charge and spin): 268.3 kJ/mol
* F_max: 2.019 eV Å⁻¹
* total charge: 0

Positions of all 15 atoms, in Å:
C1 -1.046 -0.492 -1.892
C2 0.151 0.379 -1.680
S1 0.963 1.219 -2.818
N1 0.540 0.438 -0.364
N2 -0.137 -0.176 0.701
C3 -0.115 0.506 1.951
C4 0.762 -0.678 1.785
H1 -0.857 -1.502 -1.494
H2 -1.940 -0.095 -1.417
H3 -1.198 -0.633 -2.968
H4 1.194 1.210 -0.223
H5 0.405 1.482 2.011
H6 -1.056 0.397 2.487
H7 0.520 -1.599 2.210
H8 1.813 -0.456 1.712

***

No. 10
C17H16CdN8O5S as an isolated structure, computed with ωB97M-V/def2-TZVPD.

* Kohn-Sham gap: 7.2 eV
* energy relative to the best compared isomer or geometry (same formula, charge and spin): 59.6 kJ/mol
* F_max: 1.602 eV Å⁻¹
* total charge: -2

Positions of all 48 atoms, in Å:
Cd1 0.298 -0.450 -0.262
O1 1.275 1.135 2.196
C1 2.064 2.179 1.670
C2 2.616 1.865 0.286
N1 1.628 1.482 -0.724
C3 2.337 1.164 -1.981
C4 2.432 -0.333 -2.391
O2 3.235 -0.573 -3.297
O3 1.669 -1.157 -1.804
C5 0.605 2.507 -0.963
C6 -0.512 1.984 -1.909
O4 -0.930 2.756 -2.776
O5 -0.905 0.795 -1.679
H1 0.351 1.417 2.141
H2 2.921 2.315 2.339
H3 1.494 3.110 1.662
H4 3.320 1.034 0.374
H5 3.177 2.756 -0.042
H6 3.360 1.544 -1.961
H7 1.835 1.656 -2.816
H8 1.035 3.425 -1.382
H9 0.094 2.753 -0.029
N2 -2.077 1.672 4.286
C7 -1.995 1.671 2.892
S1 -1.675 3.160 2.124
N3 -2.274 0.534 2.340
N4 -1.927 -0.015 1.198
C8 -2.872 -0.538 0.496
C9 -2.617 -1.444 -0.605
C10 -3.673 -1.849 -1.429
C11 -3.434 -2.754 -2.442
C12 -2.150 -3.253 -2.613
C13 -1.157 -2.805 -1.760
N5 -1.381 -1.936 -0.779
H10 -1.627 2.481 4.680
H11 -1.808 0.796 4.712
H12 -3.913 -0.333 0.739
H13 -4.659 -1.433 -1.269
H14 -4.237 -3.066 -3.099
H15 -1.919 -3.961 -3.397
H16 -0.131 -3.140 -1.870
N6 1.283 -1.855 1.146
C14 2.251 -2.488 1.213
C15 3.376 -3.295 1.343
C16 3.354 -4.610 0.831
N7 3.349 -5.699 0.441
C17 4.535 -2.846 2.004
N8 5.492 -2.505 2.557